The following is a quantum chemistry calculation of a single C2H3N3O3 molecule at a distorted geometry, from the OMol25 dataset.

Structure (XYZ):
```
11
Properties=species:S:1:pos:R:3
C 0.63220 0.09020 -0.29466
C 0.75049 -1.30330 1.50962
H -0.07127 1.16962 -2.91149
H 1.29520 -1.97415 2.31389
H -2.07922 0.82837 -0.34471
N 0.87397 0.46659 -1.53174
N -0.44944 -0.87005 1.56790
N -0.46058 0.02078 0.40931
O -0.39603 1.11362 -1.86909
O 1.55533 -0.35820 0.61512
O -1.65065 0.81652 0.53584
```

Results
- Strongest force on any atom: 7.99 eV/Å
- Kohn-Sham gap: 9.226 eV
- E_tot: -467.76138 Eh

The following is a quantum chemistry calculation of a single C2H3N3O3 molecule at a distorted geometry, from the OMol25 dataset.

Structure (XYZ):
```
11
Properties=species:S:1:pos:R:3
C 0.79243 0.62175 0.62254
C 0.41864 -0.22925 -0.41869
H 2.01636 1.13195 1.93642
H -2.55598 -0.34268 -0.83470
H 0.48605 -1.80489 -1.42666
N -0.31961 1.04653 1.30623
N -1.33164 0.69348 0.59812
N -0.90402 -0.16406 -0.29672
O 2.04266 0.76164 1.00214
O -1.73983 -0.66826 -1.23248
O 1.09493 -1.04620 -1.25621
```

Results
- Strongest force on any atom: 3.17 eV/Å
- Kohn-Sham gap: 9.009 eV
- E_tot: -467.88024 Eh

The following is a quantum chemistry calculation of a single C2H3N3O3 molecule at a distorted geometry, from the OMol25 dataset.

Structure (XYZ):
```
11
Properties=species:S:1:pos:R:3
C -1.36070 -0.14827 -0.15731
C 0.71423 -0.68329 -0.21349
H -2.98412 0.83067 0.10357
H 2.06740 -2.15368 0.15398
H 1.55402 1.36567 1.09663
N -0.56449 -1.14184 -0.17217
N 1.87261 -1.18232 -0.01816
N 0.64250 0.62367 -0.65250
O -2.62188 -0.14270 0.03390
O 1.41439 1.56564 0.04478
O -0.73396 1.06647 -0.21925
```

Results
- Strongest force on any atom: 5.34 eV/Å
- Kohn-Sham gap: 9.886 eV
- E_tot: -467.86607 Eh

The following is a quantum chemistry calculation of a single C2H3N3O3 molecule at a distorted geometry, from the OMol25 dataset.

Structure (XYZ):
```
11
Properties=species:S:1:pos:R:3
C 1.27956 -0.26549 -0.03614
C -0.71739 0.54568 0.21360
H 2.95709 0.51676 0.45147
H -1.08855 2.20482 -0.20602
H -2.07024 -0.99666 -0.81060
N 0.69034 0.88149 0.10348
N -1.60220 1.30319 -0.09928
N -0.82137 -0.87091 0.53037
O 2.69724 -0.43572 -0.02242
O -1.81743 -1.56072 -0.02561
O 0.49295 -1.32245 -0.09885
```

Results
- Strongest force on any atom: 5.16 eV/Å
- Kohn-Sham gap: 10.519 eV
- E_tot: -467.86309 Eh

The following is a quantum chemistry calculation of a single C2H3N3OS molecule at a distorted geometry, from the OMol25 dataset.

Structure (XYZ):
```
10
Properties=species:S:1:pos:R:3
C -1.32693 -0.03925 0.04170
C 1.37849 0.06564 -0.15543
H -1.04523 1.95013 0.26155
H 2.40579 0.00797 -0.42357
H 1.15847 -1.94535 -0.00459
N -0.55134 1.06659 0.29924
N 0.76817 1.18278 -0.17776
N 0.74582 -1.07603 0.35490
O -0.58690 -1.15746 -0.15240
S -2.94634 -0.05502 -0.04364
```

Results
- Strongest force on any atom: 1.05 eV/Å
- Kohn-Sham gap: 9.284 eV
- E_tot: -715.61679 Eh

The following is a quantum chemistry calculation of a single C2H3N3OS molecule at a distorted geometry, from the OMol25 dataset.

Structure (XYZ):
```
10
Properties=species:S:1:pos:R:3
C -0.31765 -0.64694 -1.03460
C 0.36323 0.01844 0.86577
N -0.02912 1.19886 0.89071
N -0.70660 1.74222 -0.01497
N 1.21649 -0.72105 1.57920
O -1.85529 1.24191 -2.37897
S -1.08164 0.74218 -1.28025
H -0.68896 -1.43781 -1.81266
H 0.89178 -1.71728 1.62167
H 2.20776 -0.42053 1.56409
```

Results
- Strongest force on any atom: 5.21 eV/Å
- Kohn-Sham gap: 8.830 eV
- E_tot: -715.47415 Eh

The following is a quantum chemistry calculation of a single C2H3N3OS molecule at a distorted geometry, from the OMol25 dataset.

Structure (XYZ):
```
10
Properties=species:S:1:pos:R:3
C -0.65703 0.20821 -0.05784
C 1.47248 -0.25700 0.06156
H -2.54978 0.98916 0.19454
H 1.90475 1.99433 0.03708
H 3.37572 -0.43941 -0.00028
N -0.07718 1.39262 -0.07493
N 1.29476 1.10508 0.06530
N 2.51618 -1.01070 -0.11781
O 0.23011 -0.83156 0.12818
S -2.22504 -0.37549 -0.02419
```

Results
- Strongest force on any atom: 3.86 eV/Å
- Kohn-Sham gap: 9.005 eV
- E_tot: -715.64842 Eh

The following is a quantum chemistry calculation of a single C2H3N3OS molecule at a distorted geometry, from the OMol25 dataset.

Structure (XYZ):
```
10
Properties=species:S:1:pos:R:3
C -1.24559 -0.83575 0.07723
C -0.64416 0.29334 0.02173
N -2.83320 1.43447 -0.02758
N -3.29240 0.25512 0.05285
N 0.69682 0.64804 0.23395
O -1.51435 1.49832 0.04317
S -4.59415 -0.62543 -0.03498
H -1.77346 -1.75177 0.17072
H 1.31584 0.05790 -0.29621
H 0.85089 1.74113 0.02590
```

Results
- Strongest force on any atom: 4.28 eV/Å
- Kohn-Sham gap (spin up / spin down): 6.864 / 6.874 eV
- E_tot: -715.45751 Eh

The following is a quantum chemistry calculation of a molecular structure, C2H3N3S2 at a distorted geometry, from the OMol25 dataset.

Structure (XYZ):
```
10
Properties=species:S:1:pos:R:3
C -2.10203 1.26977 0.65783
C -0.32000 0.13261 0.51390
N -0.85468 1.05879 1.17122
N -2.53999 0.44813 -0.21160
N 2.75191 -1.19836 -0.75476
S -1.39416 -0.60868 -0.61966
S 2.27019 -0.86393 0.78470
H -2.79649 2.09073 0.97634
H 2.72190 -0.42240 -1.33828
H 2.26336 -1.90668 -1.17969
```

Results
- Strongest force on any atom: 3.85 eV/Å
- Kohn-Sham gap (spin up / spin down): 7.132 / 7.130 eV
- E_tot: -1038.52649 Eh

The following is a quantum chemistry calculation of a gas-phase ion, C2H3N4 (charge +1) at a distorted geometry, from the OMol25 dataset.

Structure (XYZ):
```
9
Properties=species:S:1:pos:R:3
C 0.15211 -0.09139 0.09545
C -1.35237 0.02895 -0.00853
N 1.04966 0.33206 1.06295
N 0.90887 -0.48133 -0.92322
N 2.21225 0.32269 0.64738
N 2.12681 -0.23386 -0.61148
H -1.51230 0.29903 -1.05430
H -1.64952 0.77125 0.69401
H -1.93552 -0.94741 0.09775
```

Results
- Charge: +1
- Strongest force on any atom: 5.04 eV/Å
- Kohn-Sham gap (spin up / spin down): 7.579 / 6.919 eV
- E_tot: -296.49971 Eh

The following is a quantum chemistry calculation of a gas-phase ion, C2H3N4 (charge +1) at a distorted geometry, from the OMol25 dataset.

Structure (XYZ):
```
9
Properties=species:S:1:pos:R:3
C 0.57912 0.59944 0.29766
C 0.30119 -0.75574 0.77807
N 0.14755 1.21768 -0.73425
N -0.60608 1.17952 -1.68047
N -1.22077 1.39488 -2.58005
N -0.81554 -1.31991 0.74060
H 1.32710 1.15943 0.85831
H 1.19852 -1.19962 1.24451
H -0.91108 -2.27568 1.07562
```

Results
- Charge: +1
- Strongest force on any atom: 3.58 eV/Å
- Kohn-Sham gap: 8.191 eV
- E_tot: -296.61513 Eh

The following is a quantum chemistry calculation of 2 unconnected molecules or ions with the total composition C2H3N4O at a distorted geometry, from the OMol25 dataset.

Structure (XYZ):
```
10
Properties=species:S:1:pos:R:3
C 2.64713 -0.22308 0.19934
C -2.59108 -0.08638 -0.02889
N 1.27697 -0.32308 0.17966
N 2.72394 0.74249 -0.78097
N 1.49105 0.87252 -0.51072
N -3.61042 0.12218 -0.55741
O -1.57145 -0.12541 0.59385
H 3.51154 -0.15113 1.02574
H 0.61968 -0.54354 0.86220
H -4.49733 -0.28457 -0.98281
```

Results
- Charge: +1
- Strongest force on any atom: 4.18 eV/Å
- Kohn-Sham gap: 6.247 eV
- E_tot: -371.78331 Eh

Q: Number 9 is which compound?
A: C2H3N3S2

Q: Look up the E_tot of the second one.
A: -467.88024 Eh

Please write out number 7 again, unchanged.
The following is a quantum chemistry calculation of a single C2H3N3OS molecule at a distorted geometry, from the OMol25 dataset.

Structure (XYZ):
```
10
Properties=species:S:1:pos:R:3
C -0.65703 0.20821 -0.05784
C 1.47248 -0.25700 0.06156
H -2.54978 0.98916 0.19454
H 1.90475 1.99433 0.03708
H 3.37572 -0.43941 -0.00028
N -0.07718 1.39262 -0.07493
N 1.29476 1.10508 0.06530
N 2.51618 -1.01070 -0.11781
O 0.23011 -0.83156 0.12818
S -2.22504 -0.37549 -0.02419
```

Results
- Strongest force on any atom: 3.86 eV/Å
- Kohn-Sham gap: 9.005 eV
- E_tot: -715.64842 Eh